Computed, not measured: a cluster of 2 separate species, C16H24N4O2S in total, with ωB97M-V with the def2-TZVPD basis set.

Atoms and positions in Å:
C -0.164 1.648 -5.660
N 0.587 1.854 -4.423
C 1.376 0.929 -3.858
O 1.536 -0.181 -4.362
C 2.102 1.274 -2.537
C 1.792 0.238 -1.443
S 0.051 0.335 -0.931
N 1.832 2.621 -2.009
C 2.388 3.733 -2.488
C 2.048 5.025 -1.783
O 3.132 3.737 -3.456
H 0.527 1.428 -6.476
H -0.843 0.801 -5.541
H -0.741 2.540 -5.907
H 0.553 2.761 -3.988
H 3.167 1.207 -2.768
H 2.445 0.392 -0.584
H 1.986 -0.759 -1.848
H 0.198 1.254 0.028
H 1.202 2.699 -1.229
H 2.221 4.916 -0.714
H 1.006 5.278 -1.971
H 2.690 5.816 -2.172
C -0.455 -4.859 0.717
C 0.104 -5.709 1.672
N 0.178 -5.373 2.968
C -0.316 -4.185 3.358
C -0.888 -3.270 2.462
C -1.408 -1.998 2.966
N -2.010 -2.002 4.136
C -2.622 -0.782 4.700
C -1.986 0.504 4.177
C -2.000 0.468 2.655
C -1.185 -0.730 2.167
C -0.955 -3.620 1.106
H -0.493 -5.172 -0.321
H 0.493 -6.673 1.359
H -0.252 -3.929 4.411
H -2.530 -0.810 5.791
H -3.692 -0.782 4.465
H -0.957 0.590 4.543
H -2.548 1.371 4.539
H -1.585 1.396 2.247
H -3.033 0.379 2.302
H -1.434 -0.906 1.121
H -0.119 -0.486 2.219
H -1.397 -2.965 0.360

Forces on atoms 1 to 3 (eV/Å):
C 0.42 -0.35 0.22
N -0.29 0.79 0.28
C -0.04 -0.83 -0.49

Computed properties:
total energy: -1391.7945 Ha
largest force on an atom: 3.61 eV/A
HOMO: -9.1 eV
relative energy (zero: lowest compared OMol25 entry of this formula, charge and spin): 0.00 kcal/mol
SMILES: CNC(=O)[C@H](CS)NC(C)=O.c1cncc(C2=NCCCC2)c1
lowest unoccupied orbital energy: 0.0034 Ha